*w*
Formula: C18H58N2O11
Source: the OMol25 dataset
Level of theory: the ωB97M-V functional and the def2-TZVPD basis

Summary:
* charge: 0
* SMILES: NC(N)=O.CCO.CCO.CCO.CCO.CCO.CCO.CCO.CO.CO.CO
* LUMO level: -0.084 eV

Last columns: bonded neighbours and bond lengths (Å).
Element x y z (Å)
1 N -1.205 -1.546 3.002  C2 1.307, H5 1.019, H6 1.014
2 C -0.650 -0.515 3.583  N1 1.307, N3 1.301, O4 1.359
3 N -0.036 0.282 2.758  C2 1.301, H7 0.990, H8 1.001
4 O -0.600 -0.223 4.909  C2 1.359
5 H -1.651 -2.242 3.597  N1 1.019
6 H -1.081 -1.791 2.026  N1 1.014
7 H 0.693 0.871 3.078  N3 0.990
8 H 0.027 0.028 1.792  N3 1.001
9 C 2.468 -2.924 1.023  C10 1.528, H12 1.134, H13 1.084, H14 1.080
10 C 3.855 -2.542 0.507  C9 1.528, O11 1.440, H15 1.075, H16 1.068
11 O 4.842 -2.624 1.553  C10 1.440, H17 0.956
12 H 2.500 -3.740 1.810  C9 1.134
13 H 1.710 -3.312 0.352  C9 1.084
14 H 1.892 -2.114 1.446  C9 1.080
15 H 3.862 -1.555 0.082  C10 1.075
16 H 4.178 -3.143 -0.315  C10 1.068
17 H 4.974 -3.550 1.750  O11 0.956
18 C -3.402 1.030 -0.078  C19 1.464, H21 1.073, H22 1.105, H23 1.066
19 C -4.506 0.218 -0.593  C18 1.464, O20 1.399, H24 1.098, H25 1.147
20 O -5.297 0.943 -1.490  C19 1.399, H26 0.909
21 H -3.567 1.980 0.392  C18 1.073
22 H -2.726 1.224 -0.930  C18 1.105
23 H -2.809 0.494 0.628  C18 1.066
24 H -5.139 -0.103 0.245  C19 1.098
25 H -4.137 -0.679 -1.205  C19 1.147
26 H -6.144 0.949 -1.160  O20 0.909
27 C 2.341 -3.911 -2.118  C28 1.488, H30 1.143, H31 1.101, H32 1.066
28 C 1.000 -4.317 -2.619  C27 1.488, O29 1.414, H33 1.042, H34 1.116
29 O -0.018 -4.059 -1.672  C28 1.414, H35 0.945
30 H 3.169 -4.107 -2.881  C27 1.143
31 H 2.559 -4.464 -1.191  C27 1.101
32 H 2.317 -2.871 -1.883  C27 1.066
33 H 1.035 -5.289 -2.994  C28 1.042
34 H 0.772 -3.679 -3.506  C28 1.116
35 H -0.848 -4.311 -2.047  O29 0.945
36 C 2.048 0.941 0.080  C37 1.516, H39 1.135, H40 1.110, H41 1.077
37 C 1.067 0.157 -0.769  C36 1.516, O38 1.379, H42 1.127, H43 1.102
38 O -0.125 0.078 -0.080  C37 1.379, H44 0.954
39 H 3.054 1.081 -0.427  C36 1.135
40 H 2.328 0.432 1.026  C36 1.110
41 H 1.747 1.937 0.358  C36 1.077
42 H 1.468 -0.855 -1.062  C37 1.127
43 H 0.914 0.761 -1.678  C37 1.102
44 H -0.605 -0.649 -0.468  O38 0.954
45 C -1.507 4.448 1.827  C46 1.514, H48 1.116, H49 1.087, H50 1.109
46 C -0.803 3.116 1.977  C45 1.514, O47 1.389, H51 1.086, H52 1.084
47 O -1.284 2.536 3.144  C46 1.389, H53 1.007
48 H -1.147 5.098 0.994  C45 1.116
49 H -1.341 5.107 2.675  C45 1.087
50 H -2.548 4.189 1.546  C45 1.109
51 H 0.282 3.131 1.938  C46 1.086
52 H -1.081 2.379 1.233  C46 1.084
53 H -0.818 1.644 3.123  O47 1.007
54 C -0.797 3.516 -1.878  C55 1.478, H57 1.089, H58 1.104, H59 1.060
55 C -1.950 4.398 -2.154  C54 1.478, O56 1.386, H60 1.105, H61 1.087
56 O -3.064 3.688 -1.735  C55 1.386, H62 0.981
57 H 0.190 3.951 -2.026  C54 1.089
58 H -0.767 2.670 -2.586  C54 1.104
59 H -0.866 3.160 -0.882  C54 1.060
60 H -1.922 4.640 -3.232  C55 1.105
61 H -1.876 5.377 -1.687  C55 1.087
62 H -3.092 2.892 -2.308  O56 0.981
63 C 1.587 3.251 4.887  C64 1.538, H66 1.082, H67 1.119, H68 1.073
64 C 2.170 1.830 4.817  C63 1.538, O65 1.396, H69 1.092, H70 1.039
65 O 2.474 1.421 3.517  C64 1.396, H71 0.971
66 H 2.198 4.005 4.408  C63 1.082
67 H 1.443 3.548 5.956  C63 1.119
68 H 0.617 3.352 4.440  C63 1.073
69 H 1.429 1.142 5.229  C64 1.092
70 H 3.026 1.785 5.405  C64 1.039
71 H 3.123 0.712 3.655  O65 0.971
72 C -2.198 -2.723 0.131  O73 1.344, H74 1.108, H75 1.075, H76 1.053
73 O -0.882 -2.607 0.380  C72 1.344, H77 0.977
74 H -2.509 -3.569 0.776  C72 1.108
75 H -2.367 -3.006 -0.892  C72 1.075
76 H -2.781 -1.865 0.312  C72 1.053
77 H -0.354 -3.179 -0.210  O73 0.977
78 C 2.021 -0.703 -4.568  O79 1.387, H80 1.145, H81 1.057, H82 1.094
79 O 1.342 -1.578 -5.403  C78 1.387, H83 0.927
80 H 2.062 -1.306 -3.595  C78 1.145
81 H 1.438 0.151 -4.350  C78 1.057
82 H 3.033 -0.477 -4.916  C78 1.094
83 H 1.778 -2.396 -5.388  O79 0.927
84 C -1.135 -1.271 -3.008  O85 1.438, H86 1.090, H87 1.098, H88 1.090
85 O -1.048 0.105 -3.416  C84 1.438, H89 0.993
86 H -2.000 -1.404 -2.358  C84 1.090
87 H -0.244 -1.542 -2.426  C84 1.098
88 H -1.274 -1.989 -3.816  C84 1.090
89 H -0.798 0.100 -4.377  O85 0.993

=====

*x*
Formula: C18H58N2O11
Source: the OMol25 dataset
Level of theory: the ωB97M-V functional and the def2-TZVPD basis

Summary:
* charge: 0
* SMILES: NC(N)=O.CCO.CCO.CCO.CCO.CCO.CCO.CCO.CO.CO.CO
* LUMO level: -0.102 eV

Last columns: bonded neighbours and bond lengths (Å).
Element x y z (Å)
1 N 6.807 -4.954 -11.895  C2 1.324, H5 1.017, H6 1.039
2 C 6.263 -4.068 -12.714  N1 1.324, N3 1.236, O4 1.451
3 N 5.365 -4.574 -13.397  C2 1.236, H7 1.055, H8 1.057
4 O 6.556 -2.647 -12.744  C2 1.451
5 H 7.468 -4.571 -11.223  N1 1.017
6 H 6.487 -5.940 -11.829  N1 1.039
7 H 5.311 -4.160 -14.366  N3 1.055
8 H 4.949 -5.544 -13.339  N3 1.057
9 C 2.052 -7.258 -15.794  C10 1.461, H12 1.077, H13 1.103, H14 1.095
10 C 0.651 -7.273 -15.381  C9 1.461, O11 1.426, H15 1.061, H16 1.052
11 O 0.151 -5.942 -15.486  C10 1.426, H17 0.955
12 H 2.531 -8.223 -15.788  C9 1.077
13 H 2.685 -6.612 -15.163  C9 1.103
14 H 1.970 -6.716 -16.742  C9 1.095
15 H 0.618 -7.511 -14.348  C10 1.061
16 H 0.100 -7.976 -15.937  C10 1.052
17 H -0.745 -5.988 -15.812  O11 0.955
18 C 10.468 -7.585 -13.504  C19 1.564, H21 1.048, H22 1.036, H23 1.081
19 C 9.046 -6.947 -13.376  C18 1.564, O20 1.416, H24 1.159, H25 1.052
20 O 9.241 -5.877 -12.470  C19 1.416, H26 0.954
21 H 10.989 -7.886 -12.646  C18 1.048
22 H 11.091 -6.889 -13.952  C18 1.036
23 H 10.418 -8.458 -14.139  C18 1.081
24 H 8.279 -7.729 -12.998  C19 1.159
25 H 8.711 -6.625 -14.320  C19 1.052
26 H 8.409 -5.427 -12.347  O20 0.954
27 C 5.167 -5.179 -16.570  C28 1.520, H30 1.098, H31 1.102, H32 1.146
28 C 5.022 -3.722 -16.979  C27 1.520, O29 1.390, H33 1.083, H34 1.058
29 O 5.389 -2.956 -15.879  C28 1.390, H35 0.974
30 H 4.377 -5.512 -15.884  C27 1.098
31 H 6.123 -5.297 -16.035  C27 1.102
32 H 5.163 -5.954 -17.414  C27 1.146
33 H 4.031 -3.363 -17.227  C28 1.083
34 H 5.709 -3.534 -17.762  C28 1.058
35 H 5.485 -2.039 -16.192  O29 0.974
36 C 8.721 -8.258 -16.486  C37 1.558, H39 1.092, H40 1.084, H41 1.095
37 C 8.641 -9.547 -15.614  C36 1.558, O38 1.404, H42 1.101, H43 1.121
38 O 7.457 -10.215 -15.966  C37 1.404, H44 0.944
39 H 8.777 -8.463 -17.557  C36 1.092
40 H 9.670 -7.818 -16.202  C36 1.084
41 H 7.932 -7.522 -16.300  C36 1.095
42 H 8.522 -9.396 -14.530  C37 1.101
43 H 9.473 -10.282 -15.773  C37 1.121
44 H 7.482 -11.132 -15.744  O38 0.944
45 C 1.888 -5.265 -12.605  C46 1.552, H48 1.081, H49 1.084, H50 1.057
46 C 2.737 -4.632 -11.470  C45 1.552, O47 1.370, H51 1.128, H52 1.079
47 O 3.321 -3.524 -12.024  C46 1.370, H53 0.947
48 H 1.135 -4.588 -12.983  C45 1.081
49 H 1.377 -6.070 -12.089  C45 1.084
50 H 2.431 -5.683 -13.410  C45 1.057
51 H 3.480 -5.400 -11.110  C46 1.128
52 H 2.158 -4.431 -10.582  C46 1.079
53 H 4.119 -3.826 -12.434  O47 0.947
54 C 4.981 -7.236 -9.560  C55 1.481, H57 1.081, H58 1.111, H59 1.052
55 C 6.193 -8.070 -9.734  C54 1.481, O56 1.428, H60 1.096, H61 1.100
56 O 6.724 -7.877 -11.046  C55 1.428, H62 0.938
57 H 5.258 -6.201 -9.415  C54 1.081
58 H 4.369 -7.426 -8.652  C54 1.111
59 H 4.439 -7.422 -10.442  C54 1.052
60 H 5.987 -9.107 -9.447  C55 1.096
61 H 6.906 -7.643 -9.014  C55 1.100
62 H 7.510 -8.384 -11.116  O56 0.938
63 C 5.250 -10.715 -11.936  C64 1.545, H66 1.087, H67 1.129, H68 1.080
64 C 6.104 -11.056 -13.177  C63 1.545, O65 1.432, H69 1.101, H70 1.094
65 O 6.506 -12.430 -13.178  C64 1.432, H71 0.985
66 H 5.931 -10.703 -11.089  C63 1.087
67 H 4.330 -11.348 -11.767  C63 1.129
68 H 4.983 -9.672 -12.027  C63 1.080
69 H 6.957 -10.360 -13.207  C64 1.101
70 H 5.525 -10.696 -14.032  C64 1.094
71 H 6.947 -12.537 -14.052  O65 0.985
72 C 1.909 -8.896 -12.158  O73 1.416, H74 1.070, H75 1.108, H76 1.069
73 O 2.753 -9.105 -13.275  C72 1.416, H77 0.928
74 H 0.893 -8.639 -12.373  C72 1.070
75 H 2.409 -8.093 -11.582  C72 1.108
76 H 1.828 -9.789 -11.576  C72 1.069
77 H 2.467 -9.841 -13.762  O73 0.928
78 C 4.481 -8.963 -17.653  O79 1.418, H80 1.112, H81 1.031, H82 1.165
79 O 5.847 -8.586 -17.711  C78 1.418, H83 0.991
80 H 4.242 -9.325 -16.629  C78 1.112
81 H 4.244 -9.596 -18.431  C78 1.031
82 H 3.909 -7.963 -17.826  C78 1.165
83 H 6.331 -9.183 -17.086  O79 0.991
84 C 5.716 -7.645 -14.134  O85 1.408, H86 1.109, H87 1.093, H88 1.074
85 O 4.623 -7.166 -13.387  C84 1.408, H89 0.963
86 H 5.418 -7.874 -15.177  C84 1.109
87 H 6.178 -8.516 -13.662  C84 1.093
88 H 6.536 -6.951 -14.148  C84 1.074
89 H 3.935 -7.840 -13.402  O85 0.963

=====

Relative energy table, unit hartree: *w* 0.0000; *x* 0.0470